Molecular formula: CH7NOSi2
Method: DFT, wB97M-V/def2-TZVPD

## Properties
Multiplicity: 1
HOMO energy in eV: -10.088
Lowest unoccupied orbital energy in eV: 0.655
Gap between HOMO and LUMO in eV: 10.74
ΔE to the lowest compared entry with this formula, charge and spin in kcal/mol: 0.00

CARTESIAN COORDINATES (ANGSTROEM)
C (1.16685, 1.05766, 0.26294)
N (0.15362, 0.18218, 0.08780)
O (2.31273, 0.69175, 0.50073)
Si (-1.54620, 0.57474, 0.03533)
Si (0.62358, -1.43148, -0.21492)
H (0.90017, 2.21672, 0.23867)
H (-1.85269, -0.01224, -1.38305)
H (-2.06520, -0.22119, 1.23982)
H (-1.72771, 2.11171, 0.19207)
H (-0.79153, -2.11475, -0.21023)
H (1.29291, -1.40466, -1.59777)
H (1.53347, -1.65044, 0.84861)

Atoms 1-6, force components in eV/Å:
1.19 1.88 0.94
-0.81 1.84 -0.10
-0.84 0.61 -0.65
-0.05 -0.07 -0.40
-0.70 -0.84 -1.59
0.31 -2.10 0.02

Molecular formula: C37H41Cl5GeN3O3PV
Method: DFT, wB97M-V/def2-TZVPD

## Properties
Multiplicity: 4
<S²>: 3.76
HOMO energy (spin up / spin down) in eV: -7.211 / -8.334
Lowest unoccupied orbital energy (spin up / spin down) in eV: -0.547 / -0.589
Gap between HOMO and LUMO (spin up / spin down) in eV: 6.66 / 7.75
ΔE to the lowest compared entry with this formula, charge and spin in kcal/mol: 31.77

CARTESIAN COORDINATES (ANGSTROEM)
V (-1.46927, 1.04317, 0.20815)
C (-2.27792, -5.09247, -1.16230)
C (-3.20375, -4.15392, -1.67514)
C (-2.81240, -2.83710, -1.81090)
C (-1.49963, -2.42631, -1.67166)
C (-0.57320, -3.41754, -1.38595)
C (-0.99510, -4.70207, -1.09123)
P (-0.96119, -0.68266, -1.72711)
C (0.46139, -0.63209, -2.85685)
C (0.80104, -1.64184, -3.81699)
C (2.07928, -1.62222, -4.42439)
C (2.94059, -0.54449, -4.28584)
C (2.60100, 0.51807, -3.45002)
C (1.38719, 0.43926, -2.73920)
C (-2.22535, 0.31775, -2.54657)
C (-2.79444, 0.11969, -3.82954)
C (-3.53721, 1.11875, -4.35186)
C (-3.84832, 2.24458, -3.56527)
C (-3.28218, 2.45586, -2.33823)
C (-2.44542, 1.44753, -1.74176)
H (-2.59624, -6.10929, -0.98440)
H (-4.20338, -4.45615, -2.00593)
H (-3.56801, -2.15294, -2.19447)
H (0.50610, -3.23359, -1.50833)
H (-0.28544, -5.51963, -0.95081)
H (0.20887, -2.55424, -3.85635)
H (2.46070, -2.47688, -4.93257)
H (3.87346, -0.33636, -4.76567)
H (3.21168, 1.36516, -3.31320)
H (1.06331, 1.30394, -2.08742)
H (-2.59205, -0.72871, -4.46164)
H (-3.95752, 1.08167, -5.32216)
H (-4.57499, 2.99705, -3.91888)
H (-3.49917, 3.34058, -1.81615)
Cl (1.02303, 1.23532, 4.72635)
C (1.37672, 2.10923, 3.29257)
C (2.16045, 3.28870, 3.36816)
C (2.39321, 4.03536, 2.30633)
Cl (3.45041, 5.41567, 2.44774)
C (1.84137, 3.71560, 1.03241)
C (2.04728, 4.49857, -0.15556)
C (1.25454, 4.24731, -1.23932)
C (0.33514, 3.17771, -1.18274)
N (0.28522, 2.35235, -0.12496)
C (1.05397, 2.58387, 0.96714)
C (0.82404, 1.70889, 2.08986)
O (0.02178, 0.55776, 1.90676)
H (2.51070, 3.60909, 4.28718)
H (2.70874, 5.33155, -0.04084)
H (1.37320, 4.83170, -2.15903)
H (-0.32962, 2.94168, -1.98395)
N (-4.46172, 0.40365, 1.35302)
N (-3.21062, -0.34207, 0.98102)
H (-4.64344, 0.86538, 0.48544)
H (-4.03872, 1.23719, 1.82994)
H (-3.46721, -0.93158, 0.24499)
H (-2.97938, -0.92108, 1.81001)
C (-0.42982, -2.79605, 5.31381)
C (-0.25980, -3.77867, 4.21939)
C (0.76806, -3.34385, 3.19337)
C (0.15722, -2.40344, 2.17004)
Ge (1.25332, -0.88525, 1.70126)
C (2.02526, -0.82061, -0.04948)
C (3.52124, -1.28800, -0.10542)
C (4.46371, -0.16226, 0.35483)
C (5.97360, -0.49559, 0.55539)
H (-1.40444, -2.96712, 5.88677)
H (-0.43229, -1.76563, 4.95405)
H (0.38632, -2.73106, 5.99149)
H (-1.17918, -3.78655, 3.57182)
H (-0.01788, -4.80149, 4.53312)
H (1.17489, -4.20160, 2.62343)
H (1.52182, -2.77318, 3.77758)
H (-0.79592, -2.03286, 2.66951)
H (-0.26352, -2.87736, 1.23173)
H (2.27767, -0.70836, 2.91454)
H (1.98323, 0.21507, -0.45532)
H (1.46308, -1.56363, -0.69783)
H (3.74129, -1.50200, -1.15816)
H (3.72118, -2.29157, 0.44892)
H (4.11351, 0.17550, 1.35125)
H (4.38176, 0.78422, -0.16886)
H (6.13529, -1.43267, 1.12740)
H (6.47759, 0.26557, 1.20512)
H (6.52605, -0.56152, -0.38418)
Cl (-3.73399, 6.31983, 1.56545)
C (-3.78421, 4.55098, 1.55426)
Cl (-4.17293, 4.01782, 3.22101)
Cl (-5.04159, 4.12985, 0.39886)
C (-2.37170, 3.87209, 1.02678)
O (-1.71205, 4.58220, 0.29442)
O (-2.38824, 2.63280, 1.30177)

Atoms 1-6, force components in eV/Å:
-0.15 0.18 -0.17
-2.82 0.54 -1.11
0.16 -0.75 0.66
-1.20 0.33 -0.86
0.79 -0.02 -0.01
0.86 -0.05 -0.19